# 1
The following is a DFT calculation (ωB97M-V/def2-TZVPD) of a structure of composition C24H25Br45ClN2O3.

CARTESIAN COORDINATES (ANGSTROEM)
N1 -2.290 3.881 1.399
C1 -1.391 2.965 0.821
O1 -0.197 3.121 0.975
C2 -2.017 1.857 -0.026
C3 -1.795 0.427 0.529
O2 -0.791 0.383 1.567
C4 0.026 -0.674 1.407
O3 -0.303 -1.830 1.484
C5 1.475 -0.291 1.123
C6 2.391 -0.223 2.175
C7 3.663 0.158 1.866
N2 3.973 0.447 0.600
C8 3.122 0.357 -0.413
Cl1 3.604 0.697 -2.028
C9 1.828 -0.022 -0.191
H1 -2.869 3.444 2.111
H2 -1.775 4.654 1.804
H3 -3.097 2.034 -0.058
H4 -1.614 1.952 -1.041
H5 -1.567 -0.230 -0.321
H6 -2.755 0.047 0.917
H7 2.108 -0.465 3.193
H8 4.397 0.219 2.663
H9 4.928 0.747 0.400
H10 1.113 -0.109 -1.003
C10 5.604 3.437 -0.830
Br1 5.199 4.276 0.856
Br2 5.813 4.721 -2.243
Br3 7.131 2.257 -0.690
H11 4.755 2.821 -1.086
C11 -2.368 -3.189 -1.728
Br4 -2.879 -4.700 -2.793
Br5 -0.903 -2.205 -2.510
Br6 -3.873 -2.055 -1.329
H12 -2.007 -3.578 -0.783
C12 2.594 7.598 1.133
Br7 1.580 5.963 1.176
Br8 3.634 7.717 -0.484
Br9 1.489 9.154 1.405
H13 3.290 7.554 1.960
C13 -6.618 -1.069 2.079
Br10 -7.360 -1.821 0.467
Br11 -4.683 -1.132 2.046
Br12 -7.283 0.702 2.424
H14 -6.947 -1.690 2.903
C14 -7.528 -2.618 6.269
Br13 -6.921 -1.434 7.663
Br14 -8.965 -1.843 5.245
Br15 -6.076 -3.181 5.130
H15 -7.918 -3.504 6.750
C15 -4.699 -7.542 -0.544
Br16 -5.374 -8.390 -2.135
Br17 -2.767 -7.582 -0.479
Br18 -5.383 -5.750 -0.331
H16 -5.056 -8.118 0.300
C16 -1.713 0.014 -5.889
Br19 -3.232 -1.060 -5.374
Br20 -2.011 0.934 -7.552
Br21 -1.182 1.228 -4.482
H17 -0.884 -0.663 -6.045
C17 1.952 -1.281 -8.143
Br22 0.476 -2.406 -7.616
Br23 1.598 -0.374 -9.803
Br24 2.428 -0.039 -6.742
H18 2.805 -1.927 -8.304
C18 -3.268 3.043 6.101
Br25 -3.995 2.342 4.457
Br26 -1.340 2.963 6.116
Br27 -3.908 4.818 6.482
H19 -3.620 2.400 6.897
C19 0.250 7.883 5.547
Br28 -0.223 9.745 5.424
Br29 -0.881 6.783 4.436
Br30 2.122 7.588 5.178
H20 0.080 7.578 6.570
C20 0.684 4.663 -3.369
Br31 1.650 6.131 -4.153
Br32 1.813 3.111 -3.140
Br33 -0.155 5.151 -1.707
H21 -0.102 4.391 -4.061
C21 0.617 -5.171 2.479
Br34 -0.322 -4.878 4.135
Br35 2.247 -6.168 2.743
Br36 -0.519 -5.992 1.152
H22 0.896 -4.198 2.097
C22 3.186 -4.210 -4.826
Br37 2.673 -5.701 -5.930
Br38 4.628 -3.196 -5.614
Br39 1.673 -3.089 -4.401
H23 3.554 -4.614 -3.894
C23 9.989 4.013 -2.893
Br40 9.180 3.355 -4.515
Br41 11.894 3.727 -2.875
Br42 9.540 5.859 -2.571
H24 9.573 3.440 -2.076
C24 -0.752 -10.855 1.245
Br43 -1.718 -10.570 2.890
Br44 0.871 -11.854 1.533
Br45 -1.864 -11.669 -0.103
H25 -0.465 -9.881 0.874

HOMO energy = -11.47 eV
total charge = +1

Atomic partial charges in e from the Löwdin method, atoms 1 to 99: atom 1 (N): 0.152, atom 2 (C): -0.531, atom 3 (O): -0.004, atom 4 (C): -0.043, atom 5 (C): -0.161, atom 6 (O): 0.027, atom 7 (C): -0.430, atom 8 (O): 0.171, atom 9 (C): -0.027, atom 10 (C): 0.065, atom 11 (C): 0.005, atom 12 (N): 0.119, atom 13 (C): -0.595, atom 14 (Cl): 0.779, atom 15 (C): 0.027, atom 16 (H): 0.030, atom 17 (H): 0.082, atom 18 (H): 0.124, atom 19 (H): 0.110, atom 20 (H): 0.069, atom 21 (H): 0.012, atom 22 (H): 0.151, atom 23 (H): 0.159, atom 24 (H): 0.116, atom 25 (H): 0.124, atom 26 (C): -1.634, atom 27 (Br): 0.586, atom 28 (Br): 0.596, atom 29 (Br): 0.614, atom 30 (H): -0.113, atom 31 (C): -1.572, atom 32 (Br): 0.589, atom 33 (Br): 0.525, atom 34 (Br): 0.578, atom 35 (H): -0.042, atom 36 (C): -1.624, atom 37 (Br): 0.520, atom 38 (Br): 0.557, atom 39 (Br): 0.583, atom 40 (H): -0.043, atom 41 (C): -1.615, atom 42 (Br): 0.584, atom 43 (Br): 0.577, atom 44 (Br): 0.579, atom 45 (H): -0.121, atom 46 (C): -1.616, atom 47 (Br): 0.582, atom 48 (Br): 0.595, atom 49 (Br): 0.595, atom 50 (H): -0.028, atom 51 (C): -1.592, atom 52 (Br): 0.598, atom 53 (Br): 0.491, atom 54 (Br): 0.555, atom 55 (H): -0.024, atom 56 (C): -1.644, atom 57 (Br): 0.574, atom 58 (Br): 0.597, atom 59 (Br): 0.527, atom 60 (H): -0.121, atom 61 (C): -1.595, atom 62 (Br): 0.586, atom 63 (Br): 0.601, atom 64 (Br): 0.536, atom 65 (H): -0.035, atom 66 (C): -1.621, atom 67 (Br): 0.580, atom 68 (Br): 0.556, atom 69 (Br): 0.582, atom 70 (H): -0.029, atom 71 (C): -1.618, atom 72 (Br): 0.587, atom 73 (Br): 0.530, atom 74 (Br): 0.563, atom 75 (H): -0.028, atom 76 (C): -1.598, atom 77 (Br): 0.605, atom 78 (Br): 0.515, atom 79 (Br): 0.611, atom 80 (H): -0.040, atom 81 (C): -1.639, atom 82 (Br): 0.584, atom 83 (Br): 0.580, atom 84 (Br): 0.536, atom 85 (H): -0.060, atom 86 (C): -1.604, atom 87 (Br): 0.598, atom 88 (Br): 0.571, atom 89 (Br): 0.483, atom 90 (H): -0.030, atom 91 (C): -1.656, atom 92 (Br): 0.555, atom 93 (Br): 0.587, atom 94 (Br): 0.559, atom 95 (H): -0.084, atom 96 (C): -1.655, atom 97 (Br): 0.559, atom 98 (Br): 0.575, atom 99 (Br): 0.560

---

# 2
The following is a DFT calculation (ωB97M-V/def2-TZVPD) of a structure of composition C24H25FeN6O7SSe.

CARTESIAN COORDINATES (ANGSTROEM)
Fe1 -0.809 -0.130 0.977
O1 -5.430 4.394 -0.207
C1 -5.995 3.460 -1.016
O2 -7.130 3.158 -1.187
C2 -4.836 2.640 -1.673
O3 -4.046 1.909 -0.749
C3 -2.889 2.600 -0.142
C4 -2.794 2.208 1.334
O4 -3.496 2.862 2.115
O5 -1.974 1.274 1.676
H1 -6.109 5.104 -0.130
H2 -4.188 3.464 -2.182
H3 -5.231 2.009 -2.459
H4 -2.958 3.677 -0.217
H5 -1.875 2.242 -0.498
O6 3.993 0.764 6.769
C5 4.503 0.483 5.504
O7 5.654 0.075 5.354
C6 3.670 0.702 4.255
C7 4.249 0.243 3.060
C8 3.550 0.133 1.852
C9 2.283 0.714 1.767
S1 1.310 0.367 0.340
C10 1.733 1.328 2.957
C11 2.405 1.281 4.193
H6 3.113 1.174 6.765
H7 5.309 0.041 3.081
H8 3.942 -0.427 0.968
H9 0.727 1.845 2.940
H10 1.966 1.773 5.052
N1 -2.412 -3.316 -4.197
C12 -2.729 -2.696 -3.257
N2 -3.169 -2.098 -2.161
C13 -2.371 -1.459 -1.379
N3 -1.725 -0.865 -0.581
C14 2.241 -2.115 -4.815
N4 2.384 -0.671 -4.798
C15 3.420 0.042 -4.228
C16 3.108 1.360 -4.300
N5 1.926 1.510 -4.981
C17 1.243 2.780 -5.352
C18 1.438 0.261 -5.254
Se1 -0.110 -0.058 -6.142
H11 1.537 -2.412 -5.644
H12 1.880 -2.472 -3.837
H13 3.231 -2.563 -5.036
H14 4.349 -0.394 -3.866
H15 3.579 2.284 -3.898
H16 0.330 2.543 -5.937
H17 1.915 3.468 -5.895
H18 0.806 3.325 -4.488
N6 -0.358 -1.161 2.893
C19 -0.597 -2.548 2.774
C20 -1.882 -3.021 2.968
C21 -2.029 -4.420 3.046
C22 -0.972 -5.230 2.824
C23 0.285 -4.714 2.510
C24 0.488 -3.358 2.411
H19 -0.925 -0.668 3.575
H20 0.659 -0.956 3.154
H21 -2.647 -2.278 3.121
H22 -2.972 -4.879 3.261
H23 -1.068 -6.293 2.848
H24 1.079 -5.413 2.172
H25 1.423 -2.885 1.992

expectation value of S² = 6.014
2S+1 = 5
HOMO energy (spin up / spin down) = -5.10 / -5.10 eV
total charge = -1
energy above the lowest of the compared OMol25 structures with the same formula, charge and spin = 37.8 kcal/mol

The Löwdin scheme yields these atomic charges, measured in e: atom 1 (Fe): 0.482, atom 2 (O): 0.092, atom 3 (C): -0.490, atom 4 (O): 0.125, atom 5 (C): -0.123, atom 6 (O): -0.111, atom 7 (C): -0.092, atom 8 (C): -0.610, atom 9 (O): 0.021, atom 10 (O): -0.173, atom 11 (H): 0.138, atom 12 (H): 0.149, atom 13 (H): 0.121, atom 14 (H): 0.109, atom 15 (H): 0.122, atom 16 (O): 0.081, atom 17 (C): -0.413, atom 18 (O): 0.064, atom 19 (C): -0.162, atom 20 (C): -0.026, atom 21 (C): -0.125, atom 22 (C): -0.683, atom 23 (S): 0.560, atom 24 (C): -0.116, atom 25 (C): -0.053, atom 26 (H): 0.094, atom 27 (H): 0.110, atom 28 (H): 0.110, atom 29 (H): 0.117, atom 30 (H): 0.102, atom 31 (N): 0.072, atom 32 (C): -0.415, atom 33 (N): 0.058, atom 34 (C): -0.308, atom 35 (N): 0.047, atom 36 (C): -0.048, atom 37 (N): -0.136, atom 38 (C): -0.075, atom 39 (C): -0.084, atom 40 (N): -0.137, atom 41 (C): -0.053, atom 42 (C): -0.761, atom 43 (Se): 0.570, atom 44 (H): 0.073, atom 45 (H): 0.099, atom 46 (H): 0.090, atom 47 (H): 0.119, atom 48 (H): 0.132, atom 49 (H): 0.020, atom 50 (H): 0.088, atom 51 (H): 0.094, atom 52 (N): 0.031, atom 53 (C): -0.333, atom 54 (C): -0.013, atom 55 (C): -0.086, atom 56 (C): -0.122, atom 57 (C): -0.091, atom 58 (C): -0.033, atom 59 (H): 0.111, atom 60 (H): 0.116, atom 61 (H): 0.116, atom 62 (H): 0.099, atom 63 (H): 0.094, atom 64 (H): 0.115, atom 65 (H): 0.135

---

# 3
The following is a DFT calculation (ωB97M-V/def2-TZVPD) of a structure of composition C24H25HfN7O4S2.

CARTESIAN COORDINATES (ANGSTROEM)
Hf1 0.464 -1.147 1.013
O1 2.407 -1.065 2.122
C1 3.435 -0.422 1.894
C2 3.549 0.732 1.038
C3 4.730 1.342 0.852
C4 4.909 2.315 -0.101
C5 3.837 2.637 -0.959
C6 2.547 2.118 -0.730
C7 2.410 1.152 0.250
O2 1.232 0.717 0.430
N1 6.136 2.997 -0.369
O3 7.035 2.963 0.512
O4 6.199 3.538 -1.409
H1 4.278 -0.778 2.450
H2 5.607 1.058 1.363
H3 4.008 3.357 -1.785
H4 1.716 2.428 -1.394
S1 0.449 -3.631 0.437
C8 0.579 -3.016 -1.180
S2 1.687 -1.683 -1.247
C9 -0.236 -3.407 -2.134
C10 -0.318 -2.663 -3.368
N2 -0.583 -1.831 -4.156
C11 -1.380 -4.200 -1.968
N3 -2.344 -4.805 -2.003
C12 -1.083 1.969 2.013
C13 -0.659 0.976 3.031
C14 -0.629 1.162 4.376
C15 -0.450 -0.128 4.955
C16 -0.241 -1.031 3.893
C17 0.132 -2.481 3.958
N4 -0.441 -0.345 2.705
H5 -1.879 2.631 2.445
H6 -1.464 1.731 1.054
H7 -0.382 2.741 1.869
H8 -0.933 2.069 4.893
H9 -0.412 -0.467 6.006
H10 1.160 -2.781 3.839
H11 -0.456 -3.011 3.172
H12 -0.199 -2.957 4.909
C18 -2.053 1.809 -3.483
C19 -0.665 1.354 -3.200
N5 -0.624 0.830 -1.843
C20 -1.554 0.020 -1.397
N6 -1.326 -0.747 -0.344
C21 -2.408 -1.668 0.194
C22 -3.786 -1.093 -0.084
C23 -3.770 -0.925 -1.579
N7 -2.754 0.027 -2.017
C24 -3.041 0.634 -3.312
H13 -2.036 2.298 -4.469
H14 -2.224 2.625 -2.802
H15 -0.063 2.264 -3.337
H16 -0.269 0.592 -3.871
H17 0.284 0.747 -1.396
H18 -2.193 -1.809 1.289
H19 -2.202 -2.580 -0.270
H20 -3.793 -0.077 0.396
H21 -4.569 -1.703 0.315
H22 -4.721 -0.467 -1.875
H23 -3.714 -1.905 -2.087
H24 -4.043 1.053 -3.376
H25 -2.895 -0.064 -4.126

HOMO energy = -7.77 eV
energy above the lowest of the compared OMol25 structures with the same formula, charge and spin = 37.4 kcal/mol

The Löwdin scheme yields these atomic charges, measured in e: atom 1 (Hf): 1.421, atom 2 (O): -0.091, atom 3 (C): -0.102, atom 4 (C): -0.101, atom 5 (C): 0.046, atom 6 (C): -0.144, atom 7 (C): 0.062, atom 8 (C): 0.034, atom 9 (C): -0.372, atom 10 (O): -0.235, atom 11 (N): -0.366, atom 12 (O): 0.057, atom 13 (O): 0.108, atom 14 (H): 0.143, atom 15 (H): 0.130, atom 16 (H): 0.136, atom 17 (H): 0.126, atom 18 (S): 0.573, atom 19 (C): -1.133, atom 20 (S): 0.602, atom 21 (C): -0.407, atom 22 (C): -0.175, atom 23 (N): 0.176, atom 24 (C): -0.272, atom 25 (N): 0.183, atom 26 (C): -0.050, atom 27 (C): -0.371, atom 28 (C): -0.062, atom 29 (C): -0.045, atom 30 (C): -0.379, atom 31 (C): -0.075, atom 32 (N): -0.126, atom 33 (H): 0.096, atom 34 (H): 0.043, atom 35 (H): 0.055, atom 36 (H): 0.107, atom 37 (H): 0.105, atom 38 (H): 0.058, atom 39 (H): 0.049, atom 40 (H): 0.097, atom 41 (C): -0.158, atom 42 (C): -0.186, atom 43 (N): 0.101, atom 44 (C): -0.403, atom 45 (N): -0.052, atom 46 (C): -0.212, atom 47 (C): -0.130, atom 48 (C): -0.152, atom 49 (N): -0.015, atom 50 (C): -0.121, atom 51 (H): 0.126, atom 52 (H): 0.114, atom 53 (H): 0.123, atom 54 (H): 0.098, atom 55 (H): 0.068, atom 56 (H): 0.104, atom 57 (H): 0.043, atom 58 (H): 0.139, atom 59 (H): 0.114, atom 60 (H): 0.124, atom 61 (H): 0.137, atom 62 (H): 0.122, atom 63 (H): 0.117